[1]
A molecular structure, C31H52BN4O2P2SeW at a distorted geometry. Source: OMol25; level of theory: ωB97M-V/def2-TZVPD.

Last column: Löwdin charge in e.
Geometry (Å):
W 0.595 0.196 -0.035  0.9397
C 2.414 2.827 2.856  -0.0827
C 0.956 2.489 3.152  -0.6482
C 0.316 3.591 3.987  -0.0509
C 0.906 1.141 3.876  -0.0789
P -0.022 2.173 1.547  1.1068
C -1.743 1.738 2.147  -0.2189
N -1.858 0.312 1.997  -0.0116
B -0.949 -0.480 1.246  -0.7486
N -1.465 -1.813 1.300  -0.0225
C -0.801 -2.938 0.694  -0.2257
P 0.965 -2.365 0.437  1.1240
C 1.809 -2.824 2.098  -0.6375
C 0.835 -2.509 3.236  -0.0674
C 3.072 -1.976 2.243  -0.1067
C 2.175 -4.304 2.177  -0.0579
C 1.618 -3.344 -1.062  -0.6596
C 1.148 -4.795 -1.043  -0.0494
C 1.044 -2.635 -2.295  -0.1026
C 3.141 -3.241 -1.126  -0.0697
C -2.637 -1.817 2.021  -0.1252
C -3.533 -2.838 2.327  0.0273
C -4.624 -2.519 3.108  -0.0236
C -4.842 -1.215 3.572  -0.0212
C -3.988 -0.181 3.243  0.0241
C -2.879 -0.487 2.468  -0.1239
C -0.278 3.719 0.478  -0.6633
C -1.364 4.638 1.034  -0.0505
C -0.677 3.163 -0.896  -0.1035
C 1.042 4.477 0.353  -0.0720
H 2.991 2.736 3.774  0.1108
H 2.545 3.843 2.502  0.0781
H 2.857 2.142 2.130  0.0030
H 0.818 3.632 4.952  0.1140
H -0.738 3.416 4.191  0.0812
H 0.433 4.568 3.525  0.0860
H 1.443 1.213 4.819  0.1149
H 1.399 0.381 3.261  0.0468
H -0.110 0.826 4.110  0.0887
H -2.509 2.257 1.555  0.1147
H -1.882 2.043 3.190  0.1071
H -1.251 -3.197 -0.274  0.1120
H -0.852 -3.832 1.326  0.1175
H 0.413 -1.510 3.156  0.0469
H 1.373 -2.569 4.179  0.1154
H 0.027 -3.232 3.290  0.0929
H 2.838 -0.910 2.308  0.0182
H 3.770 -2.132 1.422  0.0727
H 3.589 -2.260 3.158  0.1106
H 1.315 -4.953 2.028  0.0878
H 2.553 -4.502 3.179  0.1130
H 2.968 -4.577 1.488  0.0801
H 0.069 -4.880 -1.145  0.0891
H 1.462 -5.323 -0.150  0.0733
H 1.594 -5.310 -1.892  0.1130
H -0.037 -2.470 -2.225  0.0758
H 1.211 -3.257 -3.175  0.1131
H 1.571 -1.693 -2.461  0.0498
H 3.627 -3.863 -0.383  0.0815
H 3.480 -2.209 -1.002  0.0495
H 3.481 -3.586 -2.101  0.1103
H -3.385 -3.847 1.977  0.1251
H -5.335 -3.289 3.362  0.1264
H -5.697 -1.019 4.200  0.1264
H -4.176 0.824 3.587  0.1239
H -2.368 4.314 0.770  0.0884
H -1.231 5.638 0.623  0.1117
H -1.303 4.720 2.115  0.0758
H -1.553 2.503 -0.825  0.0782
H 0.191 2.650 -1.354  0.0576
H -0.952 3.980 -1.564  0.1162
H 1.252 5.029 1.264  0.0849
H 0.973 5.212 -0.446  0.1086
H 1.884 3.817 0.136  0.0696
O -5.373 2.490 -1.795  -0.0294
C -5.578 1.869 -3.043  -0.2180
N -4.262 1.564 -3.559  0.1146
C -3.544 0.600 -2.969  -0.4462
O -3.957 -0.232 -2.191  0.1060
C -2.047 0.640 -3.219  -0.0553
C -1.358 1.066 -4.352  0.0805
C 0.034 1.050 -4.315  0.0316
C 0.691 0.647 -3.166  -0.1037
N 0.029 0.208 -2.069  -0.1453
C -1.316 0.191 -2.126  -0.0866
H -6.229 2.688 -1.403  0.1044
H -6.083 2.533 -3.754  0.1435
H -6.134 0.929 -2.937  0.1414
H -3.823 2.267 -4.136  0.1504
H -1.877 1.363 -5.251  0.1452
H 0.612 1.360 -5.172  0.1389
H 1.777 0.646 -3.123  0.1166
H -1.889 -0.253 -1.296  0.1294
Se 2.830 0.639 -0.105  0.5215

Calculated values
* F_max: 3.42 eV/A
* energy above the lowest of the compared OMol25 structures with the same formula, charge and spin: 71.16 kJ/mol
* highest occupied orbital energy (spin up / spin down): -15.967 / -15.967 eV
* total charge: +3



[2]
A single C4H6BrP molecule at a distorted geometry. Source: OMol25; level of theory: ωB97M-V/def2-TZVPD.

Last column: natural (NBO) charge in e.
Geometry (Å):
Br -3.276 -0.408 0.131  0.0188
C -1.316 0.039 0.190  -0.4272
P -0.862 1.669 0.295  0.6454
C 0.923 1.065 -0.221  -0.6490
C 0.896 -0.270 0.457  -0.3993
C -0.342 -0.950 -0.243  -0.5192
H 1.771 1.626 -0.039  0.2237
H 0.641 1.136 -1.309  0.2170
H 0.632 -0.315 1.516  0.2209
H 1.898 -0.762 0.278  0.2099
H -0.646 -1.874 0.247  0.2287
H -0.319 -0.956 -1.301  0.2302

Calculated values
* F_max: 3.84 eV/A
* energy above the lowest of the compared OMol25 structures with the same formula, charge and spin: 146.59 kJ/mol
* structure (SMILES): BrC1=PCCC1
* highest occupied orbital energy: -8.805 eV
* total charge: 0



[3]
A molecular structure, C4H5AgO. Source: OMol25; level of theory: ωB97M-V/def2-TZVPD.

Last column: natural (NBO) charge in e.
Geometry (Å):
H -1.171 1.343 -2.278  0.2316
C -2.471 0.596 -0.537  -0.1645
C -1.501 0.951 -1.320  -0.1851
C -1.123 0.694 0.121  -0.4419
H -3.524 0.384 -0.384  0.2381
H -0.547 -0.235 0.339  0.1426
H -0.895 1.535 0.792  0.1838
C 1.887 -1.638 0.846  0.4810
O 2.966 -1.165 0.727  -0.6510
Ag 5.030 -0.667 -0.121  0.9921
H 1.349 -1.797 1.814  0.1732

Calculated values
* F_max: 0.65 eV/A
* energy above the lowest of the compared OMol25 structures with the same formula, charge and spin: 337.08 kJ/mol
* highest occupied orbital energy (spin up / spin down): -11.863 / -11.869 eV
* total charge: +1
* spin multiplicity: 2



[4]
A single C3H2N2O3 molecule at a distorted geometry. Source: OMol25; level of theory: ωB97M-V/def2-TZVPD.

Last column: natural (NBO) charge in e.
Geometry (Å):
H 1.948 -1.962 -0.296  0.3712
N 2.173 -0.907 -0.116  -0.5962
C 1.099 -0.338 0.107  0.6377
N 0.908 1.053 0.071  -0.5171
C -0.298 1.489 0.000  0.4576
O -1.348 0.825 -0.032  -0.4587
C -1.390 -0.523 0.074  0.9810
O -2.475 -1.070 -0.073  -0.5270
O -0.168 -1.091 0.233  -0.5352
H -0.449 2.524 0.033  0.1867

Calculated values
* F_max: 5.97 eV/A
* energy above the lowest of the compared OMol25 structures with the same formula, charge and spin: 207.91 kJ/mol
* structure (SMILES): [H]/N=c1/ncoc(=O)o1
* highest occupied orbital energy: -10.980 eV
* total charge: 0



[5]
6 unconnected molecules or ions with the total composition C22H41BrN5O12 at a distorted geometry. Source: OMol25; level of theory: ωB97M-V/def2-TZVPD.

Last column: Löwdin charge in e.
Geometry (Å):
C 3.222 2.464 -1.848  -0.0798
C 3.540 1.668 -3.234  -0.2641
O 2.295 1.344 -3.901  -0.1984
C 2.465 0.183 -4.774  -0.1714
C 0.981 -0.464 -4.941  -0.1862
O 0.439 -0.537 -3.610  -0.2538
C -0.499 -1.637 -3.450  -0.2738
C -1.305 -1.531 -2.031  -0.2845
C -2.675 -0.674 -2.262  -0.2170
C -2.345 0.833 -2.702  -0.1464
C -2.146 1.126 -4.237  -0.0313
C -1.780 2.553 -4.706  -0.0524
C -1.626 3.646 -3.626  -0.2448
C -1.209 5.139 -4.066  -0.1279
C -1.850 3.404 -2.104  -0.0468
C -2.212 1.968 -1.636  -0.0317
C -0.346 -0.787 -0.972  -0.6578
Br 1.355 -1.852 -0.685  0.5221
C -1.008 -0.678 0.516  -0.3027
C -0.325 0.493 1.404  -0.1546
H 3.463 1.829 -0.920  0.0676
H 2.113 2.745 -1.850  0.0806
H 3.908 3.391 -1.859  0.0644
H 4.159 2.369 -3.896  0.1082
H 4.165 0.728 -3.006  0.1136
H 2.923 0.509 -5.768  0.1199
H 3.082 -0.641 -4.245  0.1261
H 0.364 0.302 -5.554  0.1190
H 1.004 -1.501 -5.423  0.1238
H 0.093 -2.633 -3.369  0.0753
H -1.205 -1.697 -4.348  0.1017
H -3.349 -1.179 -3.055  0.0986
H -3.316 -0.614 -1.312  0.0806
H -2.280 0.247 -4.956  0.0902
H -1.625 2.722 -5.820  0.0844
H -0.178 5.189 -4.565  0.0676
H -1.148 5.830 -3.148  0.0637
H -2.020 5.483 -4.807  0.0698
H -1.741 4.294 -1.399  0.0785
H -2.373 1.734 -0.535  0.0830
H -0.100 0.306 -1.259  0.0788
H -0.782 -1.685 1.013  0.0744
H -2.126 -0.472 0.433  0.0819
H -1.047 0.990 2.130  0.0337
H 0.512 0.016 2.043  0.0610
H 0.144 1.329 0.766  0.0686
C -2.336 -0.685 5.737  0.0311
N -1.900 -0.149 4.421  -0.4111
O -2.215 -0.782 3.426  0.0729
O -1.256 0.891 4.435  0.0332
H -2.895 -1.605 5.576  0.0785
H -1.440 -0.877 6.327  0.0868
H -2.963 0.068 6.205  0.0739
C -6.535 -1.608 8.099  0.0429
N -5.436 -1.486 7.106  -0.4234
O -4.901 -0.395 6.992  0.0509
O -5.151 -2.490 6.476  0.0761
H -6.680 -0.643 8.582  0.0945
H -7.433 -1.908 7.560  0.1017
H -6.239 -2.363 8.826  0.1007
C -0.057 -5.902 -3.889  0.0346
N -0.929 -5.474 -5.012  -0.4478
O -2.116 -5.337 -4.777  0.0622
O -0.387 -5.290 -6.091  0.0379
H -0.668 -6.026 -2.997  0.0970
H 0.405 -6.847 -4.175  0.0927
H 0.690 -5.124 -3.738  0.0933
C 2.720 0.560 4.822  0.0313
N 2.325 -0.467 5.822  -0.4339
O 1.134 -0.595 6.049  0.0532
O 3.224 -1.108 6.342  0.0487
H 1.821 1.047 4.446  0.0967
H 3.365 1.276 5.326  0.0856
H 3.247 0.050 4.019  0.0936
C 6.658 0.475 2.787  0.0496
N 6.138 1.679 3.487  -0.4240
O 6.914 2.601 3.669  0.0712
O 4.967 1.653 3.827  0.0347
H 7.707 0.637 2.544  0.0939
H 6.544 -0.372 3.462  0.1035
H 6.068 0.342 1.881  0.1059

Calculated values
* F_max: 4.52 eV/A
* highest occupied orbital energy: -2.165 eV
* total charge: -1



[6]
A molecular structure, C20H25FGeIInN5O4 at a distorted geometry. Source: OMol25; level of theory: ωB97M-V/def2-TZVPD.

Last column: Löwdin charge in e.
Geometry (Å):
In 0.031 -0.197 0.677  0.9593
O -2.673 2.895 -1.572  0.0089
C -1.780 2.150 -0.808  -0.4144
O -1.916 0.781 -0.996  -0.1744
C -1.032 2.727 0.160  -0.2327
C -0.944 4.168 0.302  -0.0347
C -0.160 4.710 1.261  -0.0947
C 0.611 3.873 2.119  -0.0516
C 0.522 2.524 1.933  -0.2362
N -0.272 1.936 1.018  0.0312
C 1.376 1.579 2.745  -0.5819
O 1.943 1.965 3.755  0.0462
O 1.474 0.369 2.276  -0.1493
H -3.543 2.490 -1.476  0.1046
H -1.522 4.773 -0.381  0.0996
H -0.087 5.787 1.362  0.0932
H 1.259 4.263 2.887  0.0977
I 4.102 -5.092 3.933  0.8010
C 3.248 -3.633 2.726  -0.7641
C 3.800 -2.417 2.407  -0.1422
N 2.921 -1.820 1.591  -0.0153
N 1.813 -2.547 1.391  0.0162
C 2.009 -3.667 2.074  -0.1930
H 4.720 -1.955 2.716  0.1200
H 2.886 -0.832 1.383  0.1192
H 1.276 -4.457 2.067  0.1078
N 1.372 -2.922 -1.670  -0.0689
N 2.451 -1.990 -1.769  -0.0744
H 0.477 -2.467 -1.828  0.0248
H 1.361 -3.259 -0.718  0.0178
H 2.213 -1.093 -1.350  0.0229
H 2.604 -1.832 -2.755  0.0267
C 1.330 2.391 -2.499  -0.1987
Ge 0.034 1.007 -3.045  0.8444
C -1.465 1.673 -4.155  -0.2049
C 0.997 -0.276 -4.229  -0.2270
C -0.737 0.096 -1.460  -0.4003
H 1.802 2.884 -3.350  0.0130
H 2.110 1.924 -1.894  0.0147
H 0.834 3.143 -1.885  0.0103
H -1.264 1.522 -5.217  0.0057
H -1.659 2.727 -3.970  0.0118
H -2.366 1.120 -3.888  0.0190
H 0.910 0.094 -5.253  0.0070
H 0.563 -1.277 -4.194  0.0131
H 2.059 -0.353 -3.997  -0.0051
H -1.092 -0.904 -1.731  0.0224
F -4.968 -3.155 3.236  0.0257
C -3.865 -2.551 2.722  -0.2970
C -3.304 -1.493 3.406  -0.0261
C -2.184 -0.872 2.866  -0.1117
C -1.618 -1.309 1.671  -0.2228
C -2.210 -2.392 1.025  -0.1360
C -3.343 -3.017 1.533  -0.0316
H -3.748 -1.167 4.339  0.1111
H -1.746 -0.028 3.389  0.0992
H -1.785 -2.764 0.098  0.0850
H -3.826 -3.837 1.018  0.1092

Calculated values
* F_max: 1.15 eV/A
* highest occupied orbital energy: -3.228 eV
* total charge: -1



[7]
2 unconnected molecules or ions with the total composition C3H8O2 at a distorted geometry. Source: OMol25; level of theory: ωB97M-V/def2-TZVPD.

Last column: natural (NBO) charge in e.
Geometry (Å):
O -1.854 -1.029 0.763  -0.5086
C -2.456 -0.641 -0.164  0.6543
O -2.073 -0.956 -1.428  -0.7358
H -3.208 0.171 -0.176  0.0962
H -1.776 -0.228 -1.947  0.4959
C 1.125 0.862 0.734  -0.6303
C 1.804 -0.215 -0.043  -0.6279
H -0.034 0.767 0.709  0.2048
H 1.281 0.916 1.861  0.2136
H 1.247 1.976 0.535  0.2055
H 1.683 -1.108 0.528  0.2186
H 2.858 -0.049 -0.348  0.2079
H 1.404 -0.467 -1.024  0.2058

Calculated values
* F_max: 4.48 eV/A
* energy above the lowest of the compared OMol25 structures with the same formula, charge and spin: 140.44 kJ/mol
* structure (SMILES): O=CO.CC
* highest occupied orbital energy: -11.126 eV
* total charge: 0



[8]
A molecular structure, C2H4ClNOS at a distorted geometry. Source: OMol25; level of theory: ωB97M-V/def2-TZVPD.

Last column: natural (NBO) charge in e.
Geometry (Å):
C -0.981 2.400 1.637  0.4195
C 0.553 0.412 -0.489  -0.4639
N -0.681 -0.233 -0.833  -0.6712
O -1.013 3.395 2.206  -0.5197
S -1.819 0.102 0.215  0.8465
Cl -2.751 2.183 0.109  -0.3724
H -2.777 -0.360 -0.645  0.1369
H 0.474 0.541 0.619  0.1899
H 1.384 -0.148 -0.892  0.2173
H 0.577 1.403 -1.027  0.2172

Calculated values
* F_max: 3.06 eV/A
* energy above the lowest of the compared OMol25 structures with the same formula, charge and spin: 291.56 kJ/mol
* highest occupied orbital energy: -9.510 eV
* total charge: 0



no.,energy (hartree)
1,-4757.1851
2,-3071.3084
3,-377.1341
4,-450.7241
5,-4612.7832
6,-4016.4501
7,-269.5414
8,-1066.8695